Entry 1:
{
  "formula": "C43H31BiCl5P2Si",
  "method": "ωB97M-V with the def2-TZVPD basis set",
  "e_lumo_ev": -3.09,
  "energy_ha": -5144.7935,
  "total_charge": 1,
  "relative_energy_kcal_mol": 3.6,
  "symbols": ["Bi", "Cl", "Cl", "Cl", "Cl", "Cl", "P", "P", "Si", "C", "C", "C", "C", "C", "C", "C", "C", "C", "C", "C", "C", "C", "C", "C", "C", "C", "C", "C", "C", "C", "C", "C", "C", "C", "C", "C", "C", "C", "C", "C", "C", "C", "C", "C", "C", "C", "C", "C", "C", "C", "C", "C", "H", "H", "H", "H", "H", "H", "H", "H", "H", "H", "H", "H", "H", "H", "H", "H", "H", "H", "H", "H", "H", "H", "H", "H", "H", "H", "H", "H", "H", "H", "H"],
  "coordinates": [[0.2063, -0.8024, -0.5067], [2.7414, -2.1933, -2.0817], [6.5742, 1.4888, -1.3267], [4.4812, 3.4487, -0.1252], [1.5188, 2.5810, 0.1130], [5.6839, -1.3082, -2.3409], [-1.5722, 0.0438, -2.2900], [-1.0083, -2.5823, 1.6818], [-1.4863, 0.4893, 1.0944], [-5.5023, 0.2627, -1.3653], [-1.2788, 3.7425, -3.8882], [4.5356, -0.2496, -1.6284], [2.6700, -2.3113, 3.4872], [-1.8615, -4.1874, 1.6642], [-3.0980, 0.2110, -1.3293], [3.9980, 1.8863, -0.6416], [-3.1250, -4.1569, 1.0645], [-1.4321, 2.3668, 1.2816], [-1.6791, 1.1652, -4.8754], [-2.1009, -2.1920, 4.2553], [-2.7305, -0.0168, 5.0524], [-2.0546, -6.5684, 1.9097], [-0.5277, -3.1509, -4.5411], [-1.6827, -1.5428, -3.1656], [2.8796, -3.7391, 1.5645], [-1.8530, -0.2460, 2.8084], [2.6700, 1.4756, -0.5265], [-2.5657, -3.7631, -3.4160], [3.4581, -3.0731, 2.6379], [-3.0815, 0.2135, 0.0725], [3.2020, -0.6298, -1.4894], [0.7122, -2.8753, 2.2024], [-1.7228, -1.6226, 3.0447], [-1.5060, -4.0932, -4.2460], [-2.3487, 0.5475, 3.8442], [-2.6115, -1.3845, 5.2600], [-0.6089, -1.8826, -3.9951], [-2.6569, -2.4903, -2.8701], [-4.2974, 0.2617, -2.0435], [1.5167, -3.6349, 1.3436], [-1.6388, 2.2482, -5.7415], [-4.3157, 0.2008, 0.7268], [-1.3160, 2.6691, -3.0165], [-1.5227, 1.3804, -3.5100], [-3.3073, -6.5331, 1.3176], [-1.3265, -5.3987, 2.0864], [-3.8514, -5.3234, 0.9036], [-1.4386, 3.5303, -5.2513], [1.3027, -2.2019, 3.2699], [2.2509, 0.2154, -0.9244], [4.9358, 1.0110, -1.1865], [-5.5093, 0.2136, 0.0233], [-6.4509, 0.1950, 0.5565], [-2.4495, 1.6176, 3.7013], [-1.8488, 0.1702, -5.2646], [-3.1287, 0.6134, 5.8373], [-1.2172, 2.8607, 0.3345], [-1.6403, -7.5123, 2.2396], [-1.7638, 2.0893, -6.8043], [-4.8322, -5.2917, 0.4460], [-2.4032, 2.7281, 1.6279], [1.0592, -4.1446, 0.5014], [-3.5278, -3.2007, 0.7423], [-3.8647, -7.4505, 1.1796], [-1.1892, 2.8185, -1.9497], [-1.1200, 4.7424, -3.5071], [-0.3531, -5.4266, 2.5603], [-1.9924, -3.2597, 4.4054], [-3.3248, -4.4992, -3.1858], [-4.2845, 0.2867, -3.1275], [-0.6723, 2.6815, 1.9995], [-2.9079, -1.8176, 6.2066], [4.5248, -3.1430, 2.8060], [3.1188, -1.7991, 4.3284], [0.1616, -1.1470, -4.2034], [0.7014, -1.5948, 3.9350], [-6.4329, 0.2956, -1.9164], [-1.4363, -5.0900, -4.6612], [-4.3374, 0.1936, 1.8106], [-3.4816, -2.2377, -2.2157], [0.3031, -3.4117, -5.1832], [-1.4094, 4.3693, -5.9337], [3.4885, -4.3296, 0.8923]],
  "forces_ev_per_a": [[0.55, -0.01, -0.04], [-0.07, -0.15, -0.05], [-0.02, 0.00, 0.00], [0.00, 0.01, 0.00], [-0.16, 0.13, 0.10], [-0.01, -0.01, 0.02], [-0.37, -0.05, -0.36], [-0.29, -0.37, 0.33], [-0.72, 0.63, 0.46], [-0.04, 0.01, -0.05], [0.00, 0.03, 0.06], [0.03, -0.02, 0.00], [0.03, 0.00, 0.04], [-0.03, 0.15, -0.14], [0.02, 0.01, -0.04], [-0.06, -0.01, 0.01], [0.10, -0.02, 0.12], [0.17, -0.16, 0.06], [-0.08, 0.00, 0.01], [-0.02, 0.10, -0.01], [-0.03, 0.01, 0.07], [0.04, -0.05, 0.04], [0.01, 0.01, 0.01], [0.13, 0.07, -0.01], [-0.02, -0.02, -0.03], [0.27, -0.17, -0.12], [0.22, -0.12, -0.09], [-0.02, -0.04, -0.01], [0.03, 0.01, 0.00], [0.34, -0.14, -0.25], [0.10, 0.24, 0.04], [-0.04, 0.10, -0.20], [0.00, -0.08, -0.11], [-0.02, -0.04, 0.00], [0.05, 0.16, -0.12], [0.00, -0.02, 0.02], [-0.08, 0.07, 0.01], [-0.03, 0.10, -0.01], [0.00, 0.02, 0.04], [-0.06, 0.04, 0.04], [0.00, 0.03, -0.04], [0.04, 0.02, 0.13], [0.01, -0.08, -0.01], [0.18, -0.09, 0.24], [-0.05, -0.04, 0.00], [-0.05, 0.09, 0.07], [0.00, 0.05, -0.01], [-0.02, -0.01, -0.02], [0.01, -0.05, 0.01], [-0.09, -0.02, -0.09], [0.00, -0.01, -0.01], [0.01, 0.00, -0.02], [0.01, 0.02, 0.01], [-0.01, -0.03, 0.06], [0.03, -0.02, 0.01], [0.01, 0.00, 0.00], [-0.05, -0.02, -0.02], [0.00, 0.01, 0.00], [-0.01, -0.01, 0.01], [0.01, -0.02, 0.02], [-0.03, -0.08, 0.00], [0.06, -0.01, -0.03], [-0.05, -0.06, -0.07], [0.01, 0.00, 0.01], [0.04, 0.07, -0.03], [-0.01, 0.00, 0.00], [0.02, -0.03, -0.04], [-0.02, 0.00, 0.02], [0.01, 0.00, 0.00], [-0.01, -0.01, 0.00], [-0.02, -0.01, -0.01], [-0.01, 0.01, -0.01], [-0.01, -0.01, 0.01], [0.01, 0.02, -0.02], [0.05, -0.06, -0.02], [-0.01, -0.01, -0.01], [0.00, -0.01, 0.01], [-0.01, 0.01, 0.00], [-0.04, -0.02, 0.00], [0.02, -0.05, 0.01], [0.00, 0.02, -0.01], [0.01, -0.01, 0.00], [0.02, 0.00, 0.02]]
}



Entry 2:
{
  "formula": "C15H35NO12P2",
  "method": "ωB97M-V with the def2-TZVPD basis set",
  "e_lumo_ev": -0.79,
  "energy_ha": -2232.9459,
  "relative_energy_kcal_mol": 0.0,
  "smiles": "CCOP(=O)(OCC)OCC.CCOP(=O)(OCC)OCC.COC(=O)CON=O",
  "symbols": ["P", "P", "O", "O", "O", "O", "O", "O", "O", "O", "O", "O", "O", "O", "N", "C", "C", "C", "C", "C", "C", "C", "C", "C", "C", "C", "C", "C", "C", "C", "H", "H", "H", "H", "H", "H", "H", "H", "H", "H", "H", "H", "H", "H", "H", "H", "H", "H", "H", "H", "H", "H", "H", "H", "H", "H", "H", "H", "H", "H", "H", "H", "H", "H", "H"],
  "coordinates": [[-1.4175, 3.1849, 5.4208], [0.4479, -3.9633, -4.9302], [1.4633, -4.3455, -5.9169], [2.3166, 0.8081, -2.7815], [-0.0095, 2.8171, 6.0675], [-0.9908, -4.0396, -5.6531], [0.2223, -5.0865, -3.8201], [0.1723, -2.6424, -4.1059], [-2.2928, 1.9247, 5.8194], [-1.6764, 4.6278, 5.4091], [3.8830, 0.7500, -1.2065], [0.8974, 3.5007, -0.9012], [0.3188, 1.4052, -1.0092], [-1.1195, 2.7280, 3.9046], [0.2060, 2.7260, -0.3957], [-1.2340, -5.8996, -7.2127], [-3.7326, 2.0552, 5.8917], [1.6564, -4.3269, -1.9613], [-4.3465, 2.4753, 4.5727], [-0.5898, 2.2717, 8.4041], [-1.1044, -4.3994, -7.0287], [-1.1617, 3.6668, 2.8302], [4.2642, 1.7116, -0.2103], [0.3088, -1.0002, -5.9432], [0.2350, 3.1151, 7.4515], [1.2994, -5.4319, -2.9380], [0.7567, -1.3884, -4.5503], [0.1821, 4.3321, 2.6103], [1.4947, 0.7460, -0.5531], [2.5912, 0.7968, -1.6187], [-1.0522, -6.1769, -8.2520], [-1.4502, 3.1064, 1.9400], [-5.4332, 2.4941, 4.6562], [3.5903, 2.5665, -0.1761], [0.6519, -1.7205, -6.6894], [-4.1086, 1.0813, 6.1968], [-2.2368, -6.2336, -6.9417], [1.8443, -1.4661, -4.5058], [-4.0605, 1.7871, 3.7774], [2.3992, -4.6829, -1.2466], [0.4531, -0.6342, -3.8302], [-0.2837, 2.4601, 9.4334], [-1.9976, -3.8979, -7.4048], [-0.4709, 1.2108, 8.1841], [2.1729, -5.7139, -3.5318], [0.7713, -3.9899, -1.4211], [1.2100, -0.3009, -0.4347], [4.3629, 1.2296, 0.7632], [1.2955, 2.9294, 7.6122], [0.0779, 5.2180, 1.9823], [0.6457, 4.6299, 3.5504], [0.7198, -0.0253, -6.2046], [1.8062, 1.1400, 0.4159], [0.8700, 3.6445, 2.1147], [-0.7791, -0.9596, -6.0020], [-4.0164, 3.4742, 4.2800], [5.2521, 2.0688, -0.4934], [-0.5284, -6.4375, -6.5801], [-0.2603, -4.0076, -7.5971], [0.0528, 4.1786, 7.6257], [-3.9883, 2.7697, 6.6774], [-1.6530, 2.5037, 8.3257], [-1.9413, 4.4100, 2.9999], [2.0763, -3.4598, -2.4738], [0.9678, -6.3153, -2.3949]],
  "forces_ev_per_a": [[2.64, -0.73, -2.91], [-3.29, -2.07, -0.87], [1.21, 1.30, 0.65], [0.13, -0.23, 0.14], [-0.38, -0.16, 0.46], [0.11, 0.24, 0.10], [0.33, 0.40, 0.31], [1.56, 0.42, -0.14], [-0.88, 0.94, 0.99], [-1.38, -0.18, 1.31], [-0.29, 0.23, 0.03], [0.23, 0.01, 0.04], [-0.07, -0.12, 0.31], [-0.22, -0.10, 0.12], [-0.25, 0.06, -0.17], [-0.16, -0.09, 0.09], [-0.29, 0.09, -0.02], [-0.07, 0.18, -0.07], [0.16, 0.04, -0.16], [-0.16, -0.08, -0.12], [-0.01, -0.15, -0.29], [0.03, 0.25, -0.21], [0.46, -0.25, 0.14], [-0.14, -0.21, -0.12], [0.06, 0.16, 0.29], [0.27, -0.11, 0.11], [0.11, 0.25, -0.18], [0.20, -0.08, -0.05], [-0.06, 0.14, -0.26], [-0.06, 0.25, -0.33], [-0.01, 0.02, 0.00], [0.03, -0.11, 0.07], [0.00, -0.04, 0.03], [-0.07, -0.07, 0.03], [0.07, 0.02, 0.04], [0.17, -0.07, 0.00], [0.02, -0.01, 0.02], [-0.01, -0.05, 0.04], [-0.05, -0.06, 0.03], [-0.02, -0.07, -0.01], [-0.07, -0.14, 0.12], [0.06, 0.02, -0.02], [-0.02, 0.03, 0.12], [0.05, 0.00, 0.03], [-0.04, 0.00, -0.04], [0.00, -0.05, 0.03], [0.17, -0.04, 0.09], [-0.22, 0.07, 0.05], [0.01, -0.02, -0.13], [-0.02, -0.03, -0.03], [-0.17, 0.07, 0.06], [0.00, 0.02, 0.06], [0.06, -0.09, 0.00], [0.02, 0.00, 0.04], [0.00, 0.08, 0.04], [-0.02, 0.01, 0.08], [-0.04, 0.03, -0.08], [0.13, 0.08, -0.07], [0.12, -0.06, 0.13], [0.00, 0.00, -0.07], [0.07, 0.00, 0.01], [0.02, 0.03, 0.03], [0.06, 0.02, 0.19], [0.04, -0.03, 0.00], [-0.10, 0.00, -0.07]]
}